Entry 1:
C16H44N3O19S3V | ωB97M-V/def2-TZVPD

As for the spin multiplicity: 2. As for the total charge: -1. The value obtained for the frontier orbital gap (alpha / beta) is 6.3 / 7.4 eV. The LUMO energy (alpha / beta) is 1.3 / 1.3 eV. The calculation puts the highest occupied orbital energy (alpha / beta) at -4.90 / -6.05 eV. As for the expectation value of S²: 0.761.

Positions of all 86 atoms, in Å:
O 3.247 -0.570 3.234
V 3.197 -1.672 2.049
O 2.630 -3.035 2.655
C 0.724 1.097 -0.616
C 0.683 -0.370 -0.187
C 0.458 -1.324 -1.333
O 1.648 -0.779 0.761
H 0.654 1.704 0.286
H -0.112 1.360 -1.264
H 1.615 1.262 -1.222
H -0.253 -0.473 0.361
H 0.390 -2.364 -1.015
H 1.015 -1.040 -2.226
H -0.584 -1.190 -1.625
C -1.680 3.825 1.070
O -1.953 2.813 2.024
H -2.463 4.493 0.712
H -0.916 4.395 1.598
H -1.236 3.393 0.173
H -2.406 2.094 1.578
O -1.627 -1.475 5.188
S -0.281 -1.425 4.622
O 0.811 -1.679 5.589
O -0.163 -2.355 3.299
C -0.319 -3.825 3.340
C -1.497 -4.284 2.493
C -0.167 0.256 3.859
H -0.382 -4.113 4.390
H 0.568 -4.336 2.966
H -2.366 -3.790 2.927
H -1.691 -5.329 2.735
H -1.482 -4.130 1.414
H 0.846 0.330 3.463
H -0.276 0.970 4.675
H -0.932 0.357 3.089
O -5.280 -2.050 1.591
S -4.882 -2.958 0.524
O -4.586 -4.305 0.908
O -6.145 -3.087 -0.606
C -6.008 -4.047 -1.667
C -7.434 -4.663 -1.869
C -3.452 -2.344 -0.541
H -5.473 -4.895 -1.241
H -5.554 -3.596 -2.549
H -8.068 -5.089 -1.091
H -7.232 -5.380 -2.664
H -7.977 -3.892 -2.415
H -2.744 -1.720 0.003
H -3.750 -1.962 -1.518
H -2.753 -3.173 -0.648
O 3.736 8.611 1.839
S 3.755 7.175 1.647
O 3.747 6.364 2.881
O 2.546 6.646 0.578
C 2.223 5.246 0.488
C 1.527 4.821 -0.873
C 5.201 6.744 0.576
H 1.559 4.942 1.297
H 3.060 4.556 0.586
H 0.444 4.937 -0.913
H 1.540 3.740 -1.011
H 2.015 5.338 -1.698
H 5.987 7.184 1.191
H 5.054 7.262 -0.372
H 5.123 5.667 0.426
C 4.237 0.000 -2.707
N 5.510 -0.361 -3.438
O 6.403 0.462 -3.345
O 5.612 -1.472 -3.946
H 4.218 1.087 -2.628
H 4.235 -0.536 -1.758
H 3.406 -0.442 -3.255
C -2.554 1.484 -3.492
N -2.375 2.799 -2.741
O -1.326 3.074 -2.297
O -3.447 3.431 -2.515
H -3.563 1.426 -3.900
H -2.099 0.753 -2.825
H -1.911 1.727 -4.338
C 3.321 -3.878 -0.945
N 2.696 -4.159 -2.279
O 2.185 -5.276 -2.400
O 2.955 -3.427 -3.235
H 3.971 -3.012 -1.069
H 3.944 -4.752 -0.757
H 2.703 -3.792 -0.052

Need the Mulliken charges? In units of e they are: number 1, O, carries -0.810; number 2, V, carries 1.093; number 3, O, carries -0.852; number 4, C, carries -0.236; number 5, C, carries 1.300; number 6, C, carries -1.144; number 7, O, carries -0.284; number 8, H, carries 0.258; number 9, H, carries -0.192; number 10, H, carries -0.048; number 11, H, carries -0.504; number 12, H, carries 0.329; number 13, H, carries 0.089; number 14, H, carries 0.103; number 15, C, carries -0.039; number 16, O, carries -0.480; number 17, H, carries 0.329; number 18, H, carries 0.109; number 19, H, carries -0.183; number 20, H, carries 0.284; number 21, O, carries -0.656; number 22, S, carries 1.117; number 23, O, carries -0.633; number 24, O, carries 0.000; number 25, C, carries -0.469; number 26, C, carries -0.987; number 27, C, carries -0.648; number 28, H, carries 0.478; number 29, H, carries 0.199; number 30, H, carries 0.302; number 31, H, carries 0.418; number 32, H, carries 0.178; number 33, H, carries 0.194; number 34, H, carries 0.425; number 35, H, carries 0.090; number 36, O, carries -0.615; number 37, S, carries 1.218; number 38, O, carries -0.610; number 39, O, carries -0.355; number 40, C, carries -0.168; number 41, C, carries -1.293; number 42, C, carries -1.162; number 43, H, carries 0.343; number 44, H, carries 0.315; number 45, H, carries 0.314; number 46, H, carries 0.386; number 47, H, carries 0.324; number 48, H, carries 0.411; number 49, H, carries 0.442; number 50, H, carries 0.418; number 51, O, carries -0.582; number 52, S, carries 1.105; number 53, O, carries -0.585; number 54, O, carries -0.316; number 55, C, carries -0.115; number 56, C, carries -0.794; number 57, C, carries -0.840; number 58, H, carries 0.191; number 59, H, carries 0.289; number 60, H, carries 0.216; number 61, H, carries 0.052; number 62, H, carries 0.424; number 63, H, carries 0.368; number 64, H, carries 0.299; number 65, H, carries 0.310; number 66, C, carries -0.502; number 67, N, carries 0.874; number 68, O, carries -0.562; number 69, O, carries -0.529; number 70, H, carries 0.351; number 71, H, carries 0.136; number 72, H, carries 0.174; number 73, C, carries -0.628; number 74, N, carries 0.850; number 75, O, carries -0.444; number 76, O, carries -0.559; number 77, H, carries 0.271; number 78, H, carries 0.138; number 79, H, carries 0.335; number 80, C, carries -0.453; number 81, N, carries 0.935; number 82, O, carries -0.582; number 83, O, carries -0.515; number 84, H, carries 0.153; number 85, H, carries 0.349; number 86, H, carries 0.088

Entry 2:
C16H44N4O4 | ωB97M-V/def2-TZVPD

The energy relative to the best compared isomer or geometry (same formula, charge and spin) is 26.59 kJ/mol. The value obtained for the frontier orbital gap is 9.6 eV. Its SMILES is COC[C@H](C)N.COC[C@H](C)N.COC[C@H](C)N.COC[C@H](C)N. The LUMO energy is 0.7 eV. The calculation puts the highest occupied orbital energy at -8.92 eV.

Positions of all 68 atoms, in Å:
C -5.134 1.203 -1.638
O -5.689 -0.073 -1.639
C -6.900 -0.121 -2.380
C -7.401 -1.552 -2.353
C -6.547 -2.456 -3.237
N -8.769 -1.554 -2.843
H -4.250 1.232 -1.006
H -5.837 1.984 -1.301
H -4.820 1.535 -2.643
H -7.632 0.559 -1.917
H -6.710 0.224 -3.404
H -7.269 -1.907 -1.321
H -6.586 -2.186 -4.291
H -6.881 -3.495 -3.131
H -5.509 -2.450 -2.902
H -9.147 -2.491 -2.899
H -9.389 -1.023 -2.242
C 3.556 1.119 3.610
O 4.524 0.089 3.626
C 4.543 -0.612 4.846
C 5.860 -1.350 4.961
C 5.912 -2.089 6.274
N 7.021 -0.471 4.842
H 3.507 1.478 2.584
H 3.875 1.956 4.249
H 2.590 0.747 3.961
H 4.431 0.081 5.696
H 3.688 -1.307 4.873
H 5.912 -2.110 4.176
H 5.088 -2.808 6.364
H 5.818 -1.427 7.143
H 6.817 -2.684 6.392
H 7.096 0.092 5.684
H 6.875 0.167 4.068
C 1.859 -1.687 -1.845
O 2.416 -0.406 -1.710
C 3.033 0.084 -2.882
C 2.038 0.515 -3.966
C 2.820 0.910 -5.200
N 1.171 1.616 -3.543
H 1.007 -1.706 -2.535
H 1.506 -1.992 -0.860
H 2.594 -2.427 -2.187
H 3.653 0.932 -2.583
H 3.711 -0.674 -3.314
H 1.416 -0.358 -4.174
H 2.190 1.248 -6.018
H 3.394 0.052 -5.572
H 3.572 1.663 -4.947
H 1.739 2.448 -3.401
H 0.785 1.419 -2.621
C -0.599 2.866 -0.189
O -0.502 1.586 -0.744
C -1.130 0.502 -0.096
C -0.733 0.190 1.343
C -1.247 1.171 2.399
N 0.701 -0.002 1.538
H -0.430 3.575 -1.000
H 0.199 3.050 0.545
H -1.572 3.044 0.273
H -2.228 0.620 -0.087
H -0.880 -0.355 -0.722
H -1.245 -0.763 1.533
H -1.089 0.728 3.382
H -2.317 1.351 2.274
H -0.750 2.136 2.353
H 1.157 0.902 1.566
H 1.120 -0.540 0.790

Need the natural (NBO) charges? In units of e they are: number 1, C, carries -0.243; number 2, O, carries -0.541; number 3, C, carries -0.056; number 4, C, carries -0.070; number 5, C, carries -0.613; number 6, N, carries -0.837; number 7, H, carries 0.187; number 8, H, carries 0.159; number 9, H, carries 0.163; number 10, H, carries 0.160; number 11, H, carries 0.171; number 12, H, carries 0.169; number 13, H, carries 0.211; number 14, H, carries 0.202; number 15, H, carries 0.222; number 16, H, carries 0.360; number 17, H, carries 0.356; number 18, C, carries -0.246; number 19, O, carries -0.550; number 20, C, carries -0.070; number 21, C, carries -0.080; number 22, C, carries -0.612; number 23, N, carries -0.826; number 24, H, carries 0.189; number 25, H, carries 0.161; number 26, H, carries 0.178; number 27, H, carries 0.154; number 28, H, carries 0.170; number 29, H, carries 0.190; number 30, H, carries 0.210; number 31, H, carries 0.197; number 32, H, carries 0.224; number 33, H, carries 0.344; number 34, H, carries 0.368; number 35, C, carries -0.251; number 36, O, carries -0.543; number 37, C, carries -0.070; number 38, C, carries -0.083; number 39, C, carries -0.613; number 40, N, carries -0.837; number 41, H, carries 0.166; number 42, H, carries 0.183; number 43, H, carries 0.170; number 44, H, carries 0.183; number 45, H, carries 0.159; number 46, H, carries 0.181; number 47, H, carries 0.225; number 48, H, carries 0.207; number 49, H, carries 0.198; number 50, H, carries 0.340; number 51, H, carries 0.382; number 52, C, carries -0.244; number 53, O, carries -0.554; number 54, C, carries -0.064; number 55, C, carries -0.079; number 56, C, carries -0.618; number 57, N, carries -0.835; number 58, H, carries 0.192; number 59, H, carries 0.159; number 60, H, carries 0.169; number 61, H, carries 0.156; number 62, H, carries 0.189; number 63, H, carries 0.186; number 64, H, carries 0.222; number 65, H, carries 0.209; number 66, H, carries 0.200; number 67, H, carries 0.351; number 68, H, carries 0.364

Entry 3:
C16H45AgO9PS5 | ωB97M-V/def2-TZVPD

As for the total charge: +1. The value obtained for the frontier orbital gap is 8.2 eV. The LUMO energy is -1.6 eV. The calculation puts the highest occupied orbital energy at -9.83 eV.

Positions of all 77 atoms, in Å:
Ag -1.233 -0.001 -0.029
C 4.897 -1.822 2.284
C 3.543 -1.189 2.016
O 3.641 -0.479 0.744
P 2.493 -0.430 -0.327
O 1.128 -0.576 0.245
O 2.739 0.921 -1.156
C 3.112 2.045 -0.419
C 2.545 3.329 -1.052
O 2.963 -1.580 -1.328
C 2.111 -2.117 -2.318
C 1.893 -3.659 -2.204
H 5.247 -2.303 1.371
H 5.616 -1.056 2.573
H 4.882 -2.508 3.131
H 2.816 -2.001 2.029
H 3.245 -0.479 2.787
H 2.725 1.944 0.595
H 4.194 2.080 -0.291
H 2.623 3.206 -2.132
H 1.486 3.301 -0.793
H 2.954 4.182 -0.510
H 1.135 -1.637 -2.392
H 2.579 -1.845 -3.265
H 1.055 -4.101 -2.741
H 2.789 -4.146 -2.589
H 1.678 -3.983 -1.185
C -2.388 -3.474 3.039
S -1.326 -2.501 1.934
O -2.211 -1.310 1.530
C -0.058 -1.775 3.170
H -2.936 -2.778 3.673
H -1.736 -4.128 3.619
H -3.064 -4.091 2.447
H 0.675 -1.278 2.535
H 0.310 -2.481 3.915
H -0.545 -1.010 3.775
C 0.720 1.773 4.200
S 0.546 1.710 2.385
O -0.835 0.990 2.104
C 0.257 3.472 2.009
H 0.418 2.716 4.656
H 1.715 1.906 4.625
H 0.154 1.049 4.786
H -0.246 3.505 1.043
H 1.184 4.036 1.905
H -0.410 3.918 2.748
C -1.719 1.587 -3.898
S -0.173 2.136 -3.083
O -0.243 1.493 -1.686
C 0.992 1.133 -4.140
H -1.824 1.956 -4.919
H -2.608 1.975 -3.401
H -1.915 0.515 -3.897
H 1.302 1.597 -5.077
H 0.545 0.154 -4.310
H 1.869 0.870 -3.548
C -2.781 3.957 -0.921
S -3.873 2.569 -0.331
O -3.156 1.246 -0.621
C -3.628 2.689 1.513
H -1.761 3.584 -1.002
H -2.985 4.792 -0.250
H -3.123 4.202 -1.926
H -4.015 3.616 1.934
H -2.557 2.603 1.697
H -4.085 1.802 1.952
C -3.516 -2.040 -2.563
S -1.920 -2.810 -2.150
O -1.127 -1.803 -1.308
C -2.624 -4.196 -0.979
H -3.986 -1.748 -1.624
H -4.181 -2.684 -3.137
H -3.477 -1.123 -3.152
H -3.153 -3.814 -0.105
H -1.878 -4.949 -0.729
H -3.478 -4.653 -1.478

Need the Mulliken charges? In units of e they are: number 1, Ag, carries 1.980; number 2, C, carries -1.390; number 3, C, carries 0.216; number 4, O, carries -0.250; number 5, P, carries -1.226; number 6, O, carries 1.024; number 7, O, carries 0.046; number 8, C, carries 0.163; number 9, C, carries -0.841; number 10, O, carries -0.277; number 11, C, carries 0.455; number 12, C, carries -1.406; number 13, H, carries 0.326; number 14, H, carries 0.326; number 15, H, carries 0.424; number 16, H, carries 0.173; number 17, H, carries 0.152; number 18, H, carries -0.069; number 19, H, carries 0.346; number 20, H, carries 0.301; number 21, H, carries -0.151; number 22, H, carries 0.409; number 23, H, carries -0.365; number 24, H, carries 0.403; number 25, H, carries 0.358; number 26, H, carries 0.378; number 27, H, carries 0.314; number 28, C, carries -1.125; number 29, S, carries 0.615; number 30, O, carries -0.797; number 31, C, carries -0.534; number 32, H, carries 0.288; number 33, H, carries 0.407; number 34, H, carries 0.358; number 35, H, carries -0.522; number 36, H, carries 0.640; number 37, H, carries 0.234; number 38, C, carries -1.448; number 39, S, carries 0.931; number 40, O, carries -0.778; number 41, C, carries -1.058; number 42, H, carries 0.444; number 43, H, carries 0.437; number 44, H, carries 0.391; number 45, H, carries -0.042; number 46, H, carries 0.424; number 47, H, carries 0.475; number 48, C, carries -0.725; number 49, S, carries 0.519; number 50, O, carries -0.652; number 51, C, carries -0.762; number 52, H, carries 0.518; number 53, H, carries 0.198; number 54, H, carries -0.039; number 55, H, carries 0.487; number 56, H, carries 0.268; number 57, H, carries 0.090; number 58, C, carries -0.410; number 59, S, carries 0.267; number 60, O, carries -0.325; number 61, C, carries -0.658; number 62, H, carries -0.343; number 63, H, carries 0.448; number 64, H, carries 0.369; number 65, H, carries 0.461; number 66, H, carries -0.119; number 67, H, carries 0.320; number 68, C, carries -0.937; number 69, S, carries 0.364; number 70, O, carries -0.365; number 71, C, carries -0.977; number 72, H, carries 0.249; number 73, H, carries 0.449; number 74, H, carries 0.200; number 75, H, carries 0.137; number 76, H, carries 0.348; number 77, H, carries 0.458